Molecular formula: C50H112F8N10O18S8
Method: DFT, ωB97M-V/def2-TZVPD

Values from the calculation:
Energy above the lowest of the compared OMol25 structures with the same formula, charge and spin   145.6 kcal/mol
Charge   +2
Energy   -213812.8764 eV
Kohn-Sham gap   6.3 eV

```
206
C50H112F8N10O18S8 (ωB97M-V/def2-TZVPD)
C 0.341 -7.124 -3.685
H -5.243 -2.411 10.259
H -2.323 -5.856 -7.509
S -5.475 3.291 3.230
H -2.117 -6.418 9.839
C -0.847 -8.303 -9.298
O -5.463 4.606 2.585
O 1.579 0.158 5.289
H -3.416 -5.414 6.567
C 11.251 -0.640 -4.264
H -5.554 -5.158 8.127
H 0.453 -6.107 -4.059
C -2.979 -7.032 9.577
H 6.993 -1.483 -1.115
H -4.574 -0.207 8.524
H -2.749 -7.575 7.655
N -2.731 5.763 -8.640
H -5.832 -9.346 -5.446
H 0.071 10.789 7.727
C 3.853 5.461 7.551
H 0.510 -8.584 -5.347
C 5.406 -0.124 -1.904
O 3.840 8.551 -8.682
C -6.272 -4.414 5.611
H 9.045 1.507 -1.416
H -3.995 4.664 -7.222
H -0.711 -6.128 -9.167
H -2.156 -1.998 -1.173
N -1.598 -7.904 -7.041
H 2.480 -7.919 -3.706
H -2.878 -9.527 -7.512
F -3.943 3.253 3.626
H 7.808 1.843 -3.438
O -6.209 3.020 4.495
H 12.882 -0.144 -5.609
H -3.576 -8.139 -4.873
C 2.751 7.739 6.875
H 1.608 10.357 5.276
H -4.267 -7.664 -6.398
H 2.498 6.616 2.279
H 1.501 -8.210 -2.261
F 1.168 1.456 3.333
S 1.968 -2.088 3.473
H -2.228 4.289 -7.234
C -5.200 -3.364 6.000
C -2.568 -8.987 -6.617
H 2.215 -6.640 -2.618
H -2.753 5.139 -9.434
H -2.601 8.582 -9.863
H -1.571 9.138 7.596
H -3.367 -7.184 -8.088
C 8.716 0.101 0.169
H -7.292 -3.614 3.964
H 7.418 1.523 -0.842
H -5.915 -4.761 3.499
H -3.068 7.159 -10.887
H -1.781 6.103 -8.598
H 9.715 0.848 -4.095
S 2.717 7.218 -6.344
N -4.846 -3.176 7.481
C 8.914 1.100 1.363
H -2.819 -2.666 8.081
C 2.630 8.321 3.753
C -2.914 -1.334 -0.758
H 5.265 5.807 5.975
H -3.511 -1.718 6.760
F 1.739 8.424 -9.778
S 2.066 0.178 3.856
N 1.331 -0.930 2.836
C -4.841 -9.677 -5.755
H 9.685 0.774 2.061
H -4.532 -4.335 9.245
H 2.194 10.279 6.906
O 3.808 6.193 -6.325
C -4.665 -4.530 8.181
H 10.679 0.649 -2.644
H -3.554 -1.774 0.007
C 2.733 6.188 6.794
C 1.384 7.949 4.637
H -1.326 2.987 -1.565
S 2.424 8.500 -8.334
N -9.088 -4.256 -5.257
C -6.069 -2.575 8.245
H 3.661 4.388 7.581
H -1.949 -6.552 -5.435
H 4.563 -0.682 -2.311
C 8.250 0.853 -1.056
C 2.544 7.702 2.357
H 6.001 4.931 7.331
O -9.202 -2.729 -3.161
H -6.277 -1.089 9.809
H 3.429 8.065 1.834
C -1.505 -6.864 -9.299
H -5.549 -2.404 5.621
H -2.858 2.637 -0.643
C -3.659 6.971 -8.867
O -6.759 -2.917 -5.924
H 2.946 5.737 5.825
F -8.599 -3.346 -7.385
C 1.435 9.873 6.237
C -2.339 -6.837 -7.983
H 8.640 -1.390 -3.695
O 3.383 -2.274 3.340
H -2.564 -4.756 7.839
H -5.810 -5.368 5.865
H -0.226 6.962 6.524
S -8.584 -3.846 -3.881
O 1.780 9.745 -7.816
N -2.176 -0.082 -0.111
H -0.467 -6.389 -6.248
H 2.760 9.391 3.593
H 7.997 1.251 1.932
H 9.634 -0.439 -0.062
C 0.021 10.341 6.735
F -9.314 -5.001 -3.061
H -1.391 2.553 0.193
C -1.103 -7.143 -5.785
C 1.709 -7.499 -3.061
O -7.040 2.814 0.261
H -0.910 -8.666 -4.329
C -3.428 -5.395 7.657
O -4.578 7.034 -8.074
C -1.809 2.382 -0.798
N 7.818 0.003 -2.270
C -3.848 -8.514 -5.859
H 0.466 -8.070 -7.545
H 3.515 7.977 4.289
F 1.485 -3.128 2.303
H 5.314 0.327 -0.916
H 8.053 -0.706 0.480
H -2.912 5.768 -6.437
H -6.514 -1.857 7.555
C -1.786 0.919 -1.222
H 11.877 -1.174 -3.549
H 5.721 2.039 -2.432
H 12.706 1.036 -4.396
H -0.367 -6.960 -2.873
O 1.194 -2.714 4.579
H -0.093 -8.382 -10.081
H 5.734 6.680 7.408
H -6.849 -3.309 8.447
H 5.077 1.005 -3.710
O 2.734 8.399 -5.502
O -8.858 -1.538 -5.802
O 3.477 0.661 3.579
H 1.765 5.748 7.034
O -7.228 -4.144 -3.512
S -8.258 -2.857 -5.897
C -3.413 -6.891 8.184
C -4.240 -1.184 8.871
H -3.464 -1.066 9.628
H -1.967 -9.745 -6.114
H -4.936 -10.251 -6.677
C -3.719 -2.157 7.735
F 1.605 6.328 -5.547
H -1.647 -9.031 -9.426
H -2.815 -8.080 9.829
C -5.509 -1.761 9.426
H 1.175 6.882 4.710
H 2.795 7.980 7.937
H -3.577 -1.051 -1.577
H -0.536 -9.582 -7.641
F -7.139 0.757 1.347
H -1.339 8.937 5.899
H 6.455 -1.483 -2.959
H 9.352 -1.448 -2.030
H -7.074 -4.247 6.330
O -8.150 2.672 2.407
H 1.700 8.022 1.746
N -5.445 2.139 2.284
C -0.491 -8.509 -7.828
C 6.605 -0.983 -2.002
C 9.024 -0.814 -2.854
C 5.316 5.735 7.061
H -4.321 8.318 -10.204
H -7.536 -5.282 4.145
C 12.116 0.385 -5.041
C -0.794 9.050 6.836
C -6.744 -4.533 4.170
H -4.410 -10.307 -4.977
H -2.918 0.370 0.405
C 10.144 0.105 -3.423
H 3.807 5.764 8.597
C 7.195 0.947 -3.342
C -0.229 -7.975 -4.826
C 5.734 1.029 -2.841
H -4.247 -3.533 5.498
H 0.452 7.819 7.956
S -6.996 2.312 1.596
H 7.236 0.416 -4.293
H -0.320 11.186 6.136
N 1.764 7.249 -7.807
H -3.803 -6.749 10.232
H -4.390 -7.296 7.922
O -1.268 0.475 -2.241
C 0.184 7.898 6.902
H 10.766 -1.415 -4.857
C -3.357 7.826 -10.075
H 3.528 8.301 6.357
N 1.465 8.327 6.183
H 9.340 2.048 1.033
H 11.630 1.103 -5.701
C -2.985 5.072 -7.272
H -1.757 -6.464 -10.281
H -1.428 -0.225 0.552
H 0.476 8.362 4.196
```

---

Molecular formula: C50H118O4
Method: DFT, ωB97M-V/def2-TZVPD

Values from the calculation:
Energy   -61950.1179 eV
Kohn-Sham gap   10.2 eV

```
172
C50H118O4 (ωB97M-V/def2-TZVPD)
C 1.626 5.704 2.437
H 0.977 7.396 -2.381
H 7.660 0.030 1.979
H -2.849 -4.834 1.888
H 1.383 3.176 -0.322
O -2.732 1.759 -4.843
H -4.306 -0.155 0.258
H -7.774 -0.312 -1.611
H 2.550 -0.456 -1.327
C 6.276 1.285 0.857
H -11.531 -0.492 -6.929
H -0.086 2.480 -1.949
H -3.033 -0.731 -0.890
C 1.105 8.209 1.924
H 0.374 4.181 1.727
H 6.583 -1.756 3.429
C -8.150 -0.379 -4.425
H 7.158 1.648 0.249
H -0.796 1.239 0.060
H -2.056 -4.348 -2.061
C 1.919 2.925 -1.222
C -1.046 -3.928 1.018
H -0.571 -1.636 4.308
H -2.493 -2.927 -3.082
C 5.104 -1.367 4.931
O -2.348 -0.025 0.849
C 5.216 2.343 1.105
H -0.655 0.625 4.953
C 1.305 5.384 -1.895
H 7.263 1.599 2.644
H 1.265 2.268 2.857
H 3.117 4.709 -1.086
H 0.683 5.334 -1.001
C -0.041 -4.298 2.115
H -1.420 -2.742 -1.648
H 1.456 -4.871 0.743
H 5.543 -2.022 5.661
C -0.554 -0.139 5.791
C 2.371 -1.977 -2.886
C -10.712 -0.920 -6.369
C 1.960 -2.284 6.582
C -2.245 0.588 -4.167
H -1.690 0.957 -3.295
C -0.090 -0.212 1.371
H 2.357 7.072 -1.209
H -8.387 -1.949 -5.920
H 1.879 -1.644 7.446
H -7.606 -2.091 -3.295
C -1.062 0.225 0.285
H -0.145 -3.617 2.950
H 4.882 -0.352 2.246
H -4.576 0.927 -5.298
C 2.375 4.273 -1.780
H 2.808 2.404 -0.975
H 0.725 -2.509 -1.414
C 0.888 -4.049 -2.887
H 0.953 -4.627 8.016
H 2.234 -3.804 3.542
H -3.100 -3.462 0.786
C 5.685 0.031 2.898
H 5.528 3.133 1.860
C -2.468 -3.855 1.566
H 1.398 2.764 -4.014
H 4.334 1.944 1.507
H -1.603 0.000 -4.794
H -0.291 0.465 2.295
H -11.117 -0.782 -5.342
C 0.564 -2.458 5.998
C 0.123 -1.304 5.099
H 2.727 -4.285 6.305
H -9.458 0.927 -6.414
H 3.979 -1.493 -1.500
H 0.625 5.077 -2.650
H -0.725 -4.502 -4.164
H -0.167 -2.785 6.726
H -3.325 1.041 -0.582
H 0.949 -0.911 4.450
C 3.181 -0.991 -2.012
C -7.179 -1.145 -3.564
H 2.531 -1.718 5.823
H -7.193 -0.704 -6.350
H 0.595 1.109 -3.935
H 2.359 1.407 -3.437
H 0.386 8.862 1.501
H 4.985 2.913 0.194
C -4.579 -1.080 -7.138
H -0.880 -0.387 -0.597
H -6.190 -1.355 -4.051
O 1.237 -0.051 0.960
H 0.087 6.435 1.053
H 2.869 4.218 -2.741
C 0.559 6.776 1.970
H 2.497 -5.366 2.944
H 2.178 -3.363 -1.302
C 1.924 3.133 2.748
C 2.882 3.206 3.920
H 2.079 -1.466 2.202
H 1.253 8.591 2.950
H -0.250 -1.244 1.662
C 0.972 4.327 2.604
C -8.212 -0.856 -5.873
H 0.533 -3.337 5.310
H 4.178 -4.087 1.113
H 2.048 8.246 1.401
H 1.447 -3.175 1.099
C 1.494 -2.939 -2.080
H -3.942 1.216 -7.939
H 4.665 -0.533 5.464
C 3.869 -3.887 2.103
H -4.967 -1.066 -6.133
C -6.887 -0.321 -2.245
H -6.119 -0.746 -1.648
H 2.410 5.601 1.638
H 0.342 4.301 3.463
C -3.760 1.477 -5.768
O -3.218 -0.560 -7.184
H 3.656 -0.227 -2.601
H 2.130 5.997 3.341
H -10.624 -2.004 -6.506
H 5.180 0.820 3.437
H 1.609 -4.253 -3.684
H -3.095 -0.029 -3.868
H -0.810 -2.953 0.659
H -5.151 -0.544 -7.866
C -0.441 -3.736 -3.441
C 1.936 -4.240 8.319
H 0.116 0.326 6.510
C 1.369 -4.131 1.589
H 3.592 -3.387 7.416
C 2.582 -3.547 7.076
H 0.801 1.119 -1.533
H 1.839 -1.410 -3.646
H 2.377 3.760 4.675
H 3.785 -2.816 2.034
H 3.838 3.633 3.607
H 3.029 2.212 4.337
C -3.333 0.038 -0.137
H -0.026 -5.310 2.573
H 7.014 -0.366 4.595
C 2.487 -4.351 2.602
C 1.839 6.749 -2.149
C 1.343 1.790 -3.457
H 2.384 2.980 1.762
H 4.663 -3.997 2.852
H 1.760 -3.542 9.127
C -9.383 -0.148 -6.652
H 5.882 0.405 0.307
H 2.504 -5.062 8.793
H 2.335 0.268 2.690
C -3.293 0.846 -7.113
H -6.572 0.641 -2.621
H -4.155 2.497 -6.026
H -0.389 -2.804 -4.022
H 3.097 -2.623 -3.428
H -9.208 -0.405 -4.064
C 0.892 2.042 -2.026
H -0.926 -4.637 0.133
C 6.797 0.690 2.143
H -2.247 1.180 -7.318
H 4.397 -2.024 4.397
H -9.174 -0.138 -7.761
H 2.499 6.728 -3.008
C -1.639 -3.403 -2.502
H -4.540 -2.089 -7.464
H -7.821 0.640 -4.478
H -1.509 -0.335 6.294
H 3.133 -0.410 1.268
H -0.213 6.748 2.767
H 0.859 -4.978 -2.340
H -2.493 -3.107 2.359
C 6.182 -0.939 3.978
C 2.252 -0.434 1.864
```